[1]
The following is a quantum chemistry calculation of C68H70GaGe2N3O2PS4 as an isolated structure, from the Open Molecules 2025 dataset.

The lowest unoccupied orbital energy comes out at -2.4248 eV. The value obtained for the orbital gap is 7.745 eV. Its net charge is +1. Its relative energy (zero: lowest compared OMol25 entry of this formula, charge and spin) is 0.0 kJ/mol.

Structure (XYZ):
```
151
C68H70GaGe2N3O2PS4 | the Open Molecules 2025 dataset | ωB97M-V/def2-TZVPD
Ge 1.97879 0.29295 -0.43217
Ge -0.12240 0.51278 1.60847
Ga -1.28991 0.36677 -1.84412
S 1.16913 2.07371 0.65893
S 0.83947 0.04771 -2.35163
S -1.95035 0.44182 0.33640
S 1.20246 -1.21112 1.02588
P -2.91565 -1.50747 -2.24178
O -0.62532 1.43947 -4.71170
O -2.27113 2.00702 -2.34064
N -3.92677 2.60512 -0.88245
N -1.35299 0.34847 -4.25283
N -3.22998 4.00454 -2.58595
C 3.86282 0.30758 -0.91515
C -4.59312 2.66412 2.10776
C -3.25776 -2.04693 -3.96097
C -3.99887 -3.00877 -6.48440
C 5.99677 -0.78874 -1.08402
C 2.70135 -0.42601 4.43072
C 1.37407 6.31361 -2.43569
C -4.13328 0.01753 2.80334
C -2.37424 3.39957 3.02644
C -5.30043 0.38625 2.14352
C -1.27288 0.43915 6.24799
C 4.28167 3.73423 0.73734
C 4.04284 -2.25496 -0.74490
C 2.14201 -1.79072 4.75342
C -1.98044 0.66740 3.94275
C 1.55593 3.19675 3.88188
C 3.25427 -4.26756 -1.81208
C 2.32047 4.06329 -3.06202
C 4.09274 -2.93225 0.47525
C 5.83718 1.57035 -1.48433
C 3.78572 2.08019 3.92420
C -0.56969 -4.82890 -1.74543
C 3.27065 1.89305 -3.88559
C 3.68099 -2.26565 -3.26007
C -5.55614 1.70936 1.80073
C 2.19191 5.08527 -2.12295
C -5.44909 -0.48573 -2.01594
C 4.62085 -0.87537 -0.88204
C -0.63564 0.60170 3.51278
C -3.12016 2.83709 -1.92622
C -3.25987 -1.84730 -6.36528
C -1.31320 -3.80913 -2.32176
C 1.85448 0.67841 4.22438
C -3.17404 0.99226 3.09418
C 3.62169 -2.93070 -1.90563
C 0.04583 0.46081 5.83923
C -0.52028 -4.96491 -0.36642
C 4.63597 1.00183 4.08624
C 4.59346 -2.26465 1.72856
C 2.84434 4.94612 -0.91008
C -2.87317 -1.35298 -5.11801
C 6.60532 0.42421 -1.36009
C -2.27253 0.56361 5.30186
C -6.78153 -0.45914 -1.63516
C -2.01444 -2.91309 -1.51614
C 0.38518 0.54552 4.48888
C -6.43646 -2.43345 -0.30778
C -5.10129 -2.46958 -0.69451
C -1.93954 -3.04007 -0.12734
C 3.03164 -6.44425 -0.55379
C 3.71338 -4.27225 0.52669
C -4.37662 -3.69889 -5.34219
C 4.07180 -0.24233 4.35894
C -4.01219 -3.21209 -4.09777
C -7.27543 -1.43303 -0.77489
C -1.20362 -4.06783 0.44191
C -2.04995 -0.13355 -5.19187
C 2.39942 1.94717 4.00283
C 3.06293 2.92132 -2.79958
C 3.66862 2.77544 -1.53657
C -3.92698 -1.42530 3.19640
C 4.46355 1.53159 -1.27088
C -6.85276 2.09708 1.13020
C 6.13275 1.15964 3.99772
C 3.58640 3.80642 -0.59865
C -4.60134 -1.49496 -1.55222
C 3.31499 -4.96260 -0.60696
C -3.39954 2.32813 2.74013
H -2.44625 -2.32975 0.50520
H -8.31572 -1.41339 -0.47662
H 2.63662 2.10663 -4.74769
H -1.98120 0.35168 -6.16283
H 1.50544 -1.76956 5.64005
H -4.27965 -3.37376 -7.46512
H -2.79573 4.39146 2.86427
H 4.31127 1.89650 -4.22187
H 0.32624 6.05077 -2.60491
H -4.95850 -4.60880 -5.41843
H -4.36908 -1.63311 4.17514
H 1.53485 -2.16732 3.92685
H 4.08125 -2.67528 2.59845
H 6.54771 0.51177 3.22033
H 5.19996 4.33031 0.72311
H 1.98416 4.00017 4.48507
H -1.52095 0.36763 7.30126
H 0.84643 0.43027 6.57048
H 1.85069 4.17384 -4.03783
H 4.43018 -1.18793 1.71501
H 4.20830 3.06793 3.75923
H -5.06690 0.27167 -2.69572
H -6.82030 -3.19817 0.35797
H -6.92087 1.68002 0.12103
H -1.50569 3.29497 2.37016
H -0.03079 -5.51882 -2.38172
H 1.53039 3.54444 2.84423
H -2.62730 4.15786 -3.37396
H 0.05609 -5.76549 0.08328
H 3.33603 -2.94732 -4.03836
H 2.11537 -6.69969 -1.08728
H 3.63503 4.13677 1.51737
H -7.43630 0.31657 -2.01410
H 5.66648 -2.43960 1.85912
H 6.61246 0.88432 4.93961
H -4.40539 -2.08862 2.47482
H -3.88044 4.71877 -2.31457
H 3.84174 -7.00518 -1.02637
H 4.72848 -1.08771 4.54443
H -6.03935 -0.37862 1.91040
H -4.31864 -3.75095 -3.20740
H 3.76773 -4.79583 1.47886
H 7.67604 0.46984 -1.51612
H -1.15036 -4.15744 1.52176
H 4.70459 -1.96363 -3.49768
H -6.95369 3.18238 1.06564
H 1.73669 6.80661 -3.34048
H 4.54649 2.71528 1.01528
H -1.33700 -3.70908 -3.39946
H 2.94220 -6.79518 0.47510
H -2.01084 3.34443 4.05423
H -4.77992 3.70894 1.86748
H 2.76792 5.73899 -0.16871
H 3.06440 -1.36892 -3.30584
H 6.29745 2.51399 -1.75708
H 6.58416 -1.70043 -1.05226
H -2.96240 -1.30864 -7.25820
H 2.96067 -4.79540 -2.71745
H -7.71082 1.71964 1.69016
H -3.31085 0.62006 5.61079
H 2.94658 -2.50411 4.93459
H -4.46442 -3.26973 -0.34265
H 3.05234 0.88283 -3.54321
H 0.11398 1.50536 -4.08266
H -3.66515 1.86219 -0.24375
H 1.41267 7.03408 -1.61836
H -2.86772 -1.67862 3.26050
H 0.52840 3.04234 4.20741
H -4.48775 3.34252 -0.49130
H 6.40959 2.18814 3.76404
```

---

[2]
The following is a quantum chemistry calculation of a 2-piece molecular cluster, C4H10O2 overall, from the Open Molecules 2025 dataset.

As for the SMILES: C=CO.CCO. The lowest unoccupied orbital energy comes out at 0.8131 eV. The value obtained for the orbital gap is 9.994 eV. Its net charge is 0. Its relative energy (zero: lowest compared OMol25 entry of this formula, charge and spin) is 162.6 kJ/mol.

Structure (XYZ):
```
16
C4H10O2 | the Open Molecules 2025 dataset | ωB97M-V/def2-TZVPD
O -0.22501 1.61892 -0.31474
O 0.43048 -1.24930 -0.14774
C -0.98969 0.97328 1.86186
C 0.11175 1.63067 1.08214
C 0.85840 -2.13002 -1.12969
C 0.33113 -2.19623 -2.32808
H 1.71618 -2.67226 -0.76227
H -0.34100 2.51794 -0.64149
H 0.24920 2.65672 1.43761
H 0.78519 -2.78415 -3.10787
H 0.25179 -0.42559 -0.62890
H -0.72059 0.85145 2.91305
H -0.47120 -1.55863 -2.67171
H -1.88468 1.58553 1.83295
H 1.11272 1.19669 1.13738
H -1.21468 -0.01503 1.46750
```

---

[3]
The following is a quantum chemistry calculation of C11H21Cl6FINO4P as an isolated structure, from the Open Molecules 2025 dataset.

The lowest unoccupied orbital energy comes out at 2.2814 eV. The value obtained for the orbital gap is 6.282 eV. Its net charge is -1.

Structure (XYZ):
```
46
C11H21Cl6FINO4P | the Open Molecules 2025 dataset | ωB97M-V/def2-TZVPD
I 0.56024 1.05047 -2.36000
Cl -3.94246 -2.21024 0.10118
Cl 2.87909 -4.17491 1.46221
Cl -0.30312 -3.27227 2.40265
Cl 1.98959 0.14571 -4.87322
Cl 4.31904 -2.33652 -5.06885
Cl -2.77414 -0.70355 2.85947
P 1.86768 2.93984 0.35217
F -3.39583 3.86480 -0.04902
O 2.04180 -0.23111 0.22076
O 0.63637 -0.24215 2.05126
O 0.97913 3.95845 -0.58439
O 1.73239 3.59652 1.87273
N -0.36272 1.57576 -0.58686
C 3.74835 0.31246 -4.65136
C 4.52476 -0.62877 -5.53593
C -2.69101 2.90198 0.72781
C 0.54919 1.62478 0.57760
C -3.92178 -2.06241 2.82124
C 2.11998 -2.54994 1.33422
C -1.54172 0.74083 -0.29846
C 1.15540 0.24219 0.99162
C -3.59890 -2.98378 1.67443
C -2.83202 1.50302 0.12519
C 1.17714 -2.25426 2.46222
H -4.93270 -1.66905 2.73635
H 0.85408 -1.20955 2.39045
H -2.54529 -3.24487 1.67937
H 5.58674 -0.40136 -5.45481
H -1.29986 -0.02681 0.45548
H 4.22106 -0.53387 -6.57582
H 0.03760 3.70840 -0.60518
H -0.07643 1.93287 1.43489
H -3.52118 1.59491 -0.72771
H -3.30452 0.84480 0.86570
H 3.95560 0.14549 -3.59589
H 4.00477 1.34100 -4.90114
H -1.65023 3.23823 0.78864
H -4.21290 -3.88250 1.72555
H 0.82273 3.54280 2.20889
H -3.82630 -2.59037 3.76923
H 1.61926 -2.50010 0.37145
H -1.79620 0.17954 -1.20955
H -3.12747 2.94790 1.74014
H 2.92387 -1.81715 1.34879
H 1.63702 -2.41475 3.43429
```

---

[4]
The following is a quantum chemistry calculation of one molecule with the formula C8H16N2S2, from the Open Molecules 2025 dataset.

As for the SMILES: S=C(S)NCCN1CCCCC1. The lowest unoccupied orbital energy comes out at 0.3656 eV. The value obtained for the orbital gap is 8.748 eV. Its net charge is 0. Its relative energy (zero: lowest compared OMol25 entry of this formula, charge and spin) is 518.6 kJ/mol.

Structure (XYZ):
```
28
C8H16N2S2 | the Open Molecules 2025 dataset | ωB97M-V/def2-TZVPD
S 3.71979 2.08053 0.66184
S 4.58850 0.01368 -1.41263
N -0.51481 -0.02310 0.34786
N 2.88232 -0.63589 0.62763
C -1.43898 0.10902 -2.04205
C 0.56104 0.51262 1.24740
C 1.70700 -0.58477 1.54926
C -2.45975 -0.92788 -1.48236
C -1.90960 0.56135 0.49872
C -0.20436 -0.06571 -1.12190
C -2.89158 -0.33788 -0.05211
C 3.73123 0.30332 0.00052
H 1.46311 -1.58128 1.88452
H -3.21943 -1.13730 0.56871
H -1.98992 1.07280 -1.93318
H -3.84182 0.25108 0.02626
H 2.04806 -0.05701 2.56972
H 0.99195 1.55891 1.33300
H 0.48385 -1.08922 -1.48492
H 3.00419 -1.69396 0.23623
H -3.53701 -1.17420 -2.09827
H -2.00377 -1.94131 -1.32592
H -0.98814 0.09100 -3.09876
H -2.30150 0.37831 1.57012
H 0.63724 0.58955 -1.36611
H -1.77264 1.67050 0.27333
H 0.02806 0.62792 2.08690
H 3.22699 1.42892 1.93616
```

---

[5]
The following is a quantum chemistry calculation of a 2-piece molecular cluster, C14H11N2O6S overall, from the Open Molecules 2025 dataset.

The lowest unoccupied orbital energy comes out at 2.1529 eV. The value obtained for the orbital gap is 5.537 eV. Its net charge is -1. Its relative energy (zero: lowest compared OMol25 entry of this formula, charge and spin) is 113.7 kJ/mol.

Structure (XYZ):
```
34
C14H11N2O6S | the Open Molecules 2025 dataset | ωB97M-V/def2-TZVPD
S -0.57949 -1.33228 -1.78605
O -0.30690 -0.13380 -2.53249
O -0.22708 -2.63954 -2.26722
O 2.64397 -1.30899 0.27983
O 1.98692 1.20824 1.57541
O 2.09449 3.84332 0.37599
O 3.25335 3.05809 -1.31906
N 0.30287 -1.11208 -0.19751
N 3.01127 3.15719 -0.10038
C 5.44930 0.90847 2.55745
C -6.54061 -1.33845 -0.51411
C 1.49782 -1.18232 0.02695
C -2.30888 -1.34415 -1.31576
C 4.08283 0.76589 2.62385
C -4.36118 -2.53885 -0.89420
C -4.34624 -0.12978 -0.88363
C -2.99461 -2.55568 -1.17821
C 6.05244 1.76450 1.60832
C 3.20147 1.45093 1.69557
C 3.87586 2.41552 0.80898
C 5.25655 2.48136 0.71039
C -2.98153 -0.12971 -1.16870
C -5.05747 -1.33064 -0.77055
H -4.87525 0.81638 -0.74812
H 5.68802 3.11502 -0.06941
H -7.08380 -1.85488 -1.31301
H -6.94406 -0.32595 -0.44532
H 3.59005 0.08883 3.32474
H -4.90681 -3.47671 -0.76442
H -2.43943 0.80857 -1.26648
H -2.46519 -3.50080 -1.28320
H 6.07925 0.34013 3.24581
H -6.78748 -1.85713 0.41835
H 7.13955 1.86931 1.56615
```

---

[6]
The following is a quantum chemistry calculation of C12H13BrErO2 as an isolated structure, from the Open Molecules 2025 dataset.

The lowest unoccupied orbital energy (spin up / spin down) comes out at 2.1171 / 2.1385 eV. The value obtained for the orbital gap (spin up / spin down) is 4.942 / 4.965 eV. Its net charge is -1. The multiplicity is 4.

Structure (XYZ):
```
29
C12H13BrErO2 | the Open Molecules 2025 dataset | ωB97M-V/def2-TZVPD
Er 1.30507 -0.23314 0.41282
Br 1.82530 -0.08896 2.99080
O 0.24147 -2.23586 0.52626
O 0.66305 -1.43802 -1.46837
C -2.05227 1.46524 1.63700
C 0.46907 -2.45952 -0.72639
C 1.73506 1.14188 -1.68307
C -2.14124 0.15140 2.21269
C 2.76020 1.38948 -0.67451
C 2.12890 2.20210 0.34491
C -2.60561 -0.73097 1.21171
C 0.75094 -3.82802 -1.25663
C 0.56447 1.88105 -1.32179
C 0.81163 2.53127 -0.08010
C -2.45652 1.36297 0.28910
C -2.78667 0.00867 0.00569
H 0.11367 3.21015 0.38657
H -1.82844 -0.10893 3.23231
H 1.83913 0.53499 -2.59558
H -2.42056 2.18382 -0.44223
H 2.55135 2.49320 1.29604
H -2.69907 -1.81362 1.31653
H 3.70281 0.83132 -0.57944
H -0.05615 -4.10780 -1.94556
H -3.02665 -0.39896 -0.96641
H 1.68734 -3.73790 -1.83903
H -0.31753 2.02675 -1.94793
H 0.86664 -4.58184 -0.46770
H -1.62541 2.34925 2.13233
```

---

Per-record electronic energy, a.u.: -10960.87133; -308.83624; -4287.52356; -1220.11765; -1499.17285; -4204.73376